15
Properties=species:S:1:pos:R:3 method="wB97M-V/def2-TZVPD" smiles="C[C@H]1CN2CC2=N1" largest_force_ev_per_a=0.70 orbital_gap_ev=10.5 homo_ha=-0.3477
C 2.000 0.053 0.034
C 0.705 0.368 -0.767
C -0.298 -0.794 -0.561
N -0.802 -0.398 0.768
C -2.128 0.222 0.990
C -0.954 0.952 0.501
N -0.217 1.541 -0.356
H 1.815 -0.721 0.788
H 2.434 0.915 0.545
H 2.770 -0.356 -0.637
H 0.966 0.545 -1.816
H -1.084 -0.726 -1.328
H 0.134 -1.794 -0.525
H -2.942 -0.059 0.319
H -2.398 0.252 2.045